88
Properties=species:S:1:pos:R:3 method="wB97M-V/def2-TZVPD" charge=0 de_lowest_kj_mol=240.2 homo_energy_ev=-9.17 smiles="NC(N)=O.NC(N)=O.NC(N)=O.NC(N)=O.NC(N)=O.NC(N)=O.NC(N)=O.NC(N)=O.NC(N)=O.NC(N)=O.NC(N)=O" multiplicity=1
N 9.70800 5.33495 10.04730
C 8.56163 5.96744 10.50538
N 8.17850 5.62824 11.78273
O 7.86434 6.75516 9.86349
H 10.17209 4.63030 10.60782
H 9.88175 5.47226 9.04525
H 7.34676 6.01547 12.15688
H 8.61356 4.90562 12.33941
N 7.81358 11.56423 13.55368
C 8.53278 11.42828 12.30582
N 9.83334 10.92686 12.36696
O 7.83860 11.56178 11.29016
H 6.90571 11.99316 13.46240
H 8.37412 11.80835 14.32274
H 10.47076 11.02098 13.13046
H 10.06704 10.43555 11.50977
N 11.27895 12.61509 9.94753
C 12.27949 11.94060 9.27906
N 11.87031 11.05681 8.36414
O 13.46670 12.16378 9.51047
H 10.30029 12.33678 9.98498
H 11.59458 13.07474 10.80494
H 11.02838 10.56262 8.50159
H 12.56969 10.42664 7.95756
N 16.08097 11.69970 9.57199
C 17.02912 10.68974 9.47353
N 18.39724 11.12343 9.28781
O 16.75779 9.47752 9.47045
H 15.11034 11.45139 9.56251
H 16.17680 12.59956 9.25006
H 19.07901 10.39196 9.34067
H 18.50213 11.68670 8.46392
N 11.77316 10.80259 15.49464
C 10.59598 11.52018 15.80761
N 10.00556 11.16546 17.05833
O 10.02821 12.45701 15.12604
H 11.70222 9.80777 15.71693
H 12.22665 11.09028 14.62863
H 10.31652 10.38284 17.61705
H 9.12328 11.58582 17.31007
N 13.81953 9.21683 11.09010
C 12.55502 9.01786 11.57557
N 12.23978 9.31108 12.97845
O 11.62893 8.73459 10.77270
H 14.68059 9.20718 11.58183
H 14.03216 9.02435 10.11321
H 11.28711 9.08696 13.16435
H 12.83900 8.74755 13.55552
N 15.37977 12.04598 12.81211
C 15.63555 11.05065 13.77788
N 16.65582 11.30994 14.73818
O 15.03984 9.97907 13.76892
H 16.21179 12.55685 12.50620
H 14.84502 11.80377 12.00694
H 16.62881 10.56468 15.41100
H 16.80838 12.24070 15.15014
N 12.02013 7.97614 7.99357
C 10.79015 8.08303 7.29354
N 9.65843 8.33880 8.13779
O 10.74919 7.80965 6.11589
H 12.85975 7.56813 7.59254
H 12.05659 7.97079 9.01022
H 9.77499 8.35450 9.14196
H 8.74127 8.37442 7.75947
N 16.38205 6.58229 9.75852
C 15.58710 6.18905 8.68121
N 15.43802 7.07853 7.55317
O 14.91984 5.13980 8.70342
H 16.26620 5.99754 10.60697
H 16.71328 7.55064 9.84545
H 15.37758 6.66081 6.64196
H 15.83577 7.97923 7.65774
N 13.59564 6.32233 13.39190
C 12.22953 5.80692 13.88669
N 12.14177 5.45882 15.23507
O 11.27767 5.74815 13.13422
H 13.50515 6.63857 12.43719
H 14.33793 5.68997 13.48397
H 11.21086 5.55616 15.55522
H 12.94801 5.87936 15.74855
N 9.23568 7.92438 13.69665
C 8.08123 7.69323 14.56972
N 7.38401 8.86785 14.86283
O 7.88758 6.58281 15.00002
H 9.12358 8.56093 12.95263
H 9.50199 7.00375 13.36990
H 6.37542 8.69480 15.00738
H 7.61049 9.76399 14.46082



88
Properties=species:S:1:pos:R:3 method="wB97M-V/def2-TZVPD" charge=0 de_lowest_kj_mol=744.6 homo_energy_ev=-8.32 smiles="NC(N)=O.NC(N)=O.NC(N)=O.NC(N)=O.NC(N)=O.NC(N)=O.NC(N)=O.NC(N)=O.NC(N)=O.NC(N)=O.NC(N)=O" multiplicity=1
N -4.63408 1.44867 -1.01378
C -3.45799 1.90333 -1.10142
N -3.34841 2.82769 -2.00155
O -2.52576 1.45882 -0.44178
H -5.43288 2.04856 -1.16261
H -4.54374 0.54103 -0.58004
H -4.09331 2.92978 -2.67593
H -2.67278 3.57439 -1.92355
N 0.10689 2.66994 -2.88020
C 0.71888 3.50687 -2.08080
N 0.45270 4.73162 -2.44098
O 1.39029 3.19971 -1.12056
H -0.49009 3.09468 -3.57540
H 0.15926 1.75246 -2.46119
H -0.07794 4.94033 -3.27463
H 0.86176 5.42468 -1.83070
N 4.95590 2.30269 1.91144
C 4.08487 2.04982 0.95155
N 2.84325 2.54267 1.12678
O 4.26274 1.08716 0.29480
H 4.73181 3.09341 2.49851
H 5.85596 1.85508 1.81335
H 2.16708 2.31831 0.41085
H 2.56751 2.93374 2.01623
N 0.23110 0.98267 0.60228
C 0.23816 0.13113 -0.26945
N 0.07643 -1.04764 0.24746
O 0.42110 0.28150 -1.43035
H 0.21914 0.77276 1.59016
H 0.15521 1.94680 0.31109
H -0.07032 -1.81656 -0.39078
H 0.00178 -0.99930 1.25353
N -3.80481 -0.02971 -4.25851
C -2.50352 0.13017 -4.41833
N -1.88373 -0.24229 -3.31187
O -1.89652 0.46862 -5.47972
H -4.52646 0.18195 -4.93269
H -4.11859 -0.15305 -3.30645
H -0.88929 -0.31340 -3.15022
H -2.58998 -0.11398 -2.60135
N -3.05914 -1.28514 0.82251
C -4.04958 -1.70589 0.10681
N -4.72723 -2.47152 0.91686
O -4.33110 -1.38998 -1.04421
H -3.05320 -1.57112 1.79116
H -2.42699 -0.57985 0.47176
H -5.68939 -2.62925 0.65331
H -4.25163 -2.73658 1.76753
N 1.41970 -1.46109 4.81038
C 1.68338 -0.36150 4.21145
N 1.57648 -0.44053 2.94997
O 2.16331 0.67548 4.65712
H 1.47759 -1.45453 5.81870
H 1.11964 -2.28030 4.30150
H 1.44636 -1.37233 2.58267
H 1.98655 0.38857 2.54433
N 4.83716 -0.94643 -2.99850
C 3.75813 -0.25537 -3.28440
N 3.19531 0.18786 -2.21031
O 3.36425 -0.05021 -4.42480
H 5.42374 -1.33890 -3.72099
H 5.15930 -0.92499 -2.04149
H 2.31432 0.67894 -2.26296
H 3.81934 0.30888 -1.42543
N -2.00920 2.18466 4.48654
C -2.00785 1.69237 3.26187
N -1.93670 2.62209 2.36518
O -2.31737 0.50091 2.99408
H -1.78305 3.15057 4.67616
H -2.31728 1.63720 5.27741
H -2.00956 3.61088 2.55774
H -2.12788 2.37740 1.40410
N 2.26498 -4.18291 -0.86520
C 1.48685 -3.39896 -1.53537
N 2.18529 -2.90407 -2.52677
O 0.23533 -3.43199 -1.42912
H 1.94260 -4.81987 -0.15075
H 3.22291 -3.90770 -1.02871
H 3.15205 -2.99604 -2.80430
H 1.65412 -2.54086 -3.30525
N -0.15887 -3.68721 1.73128
C 0.94934 -3.57701 2.43105
N 0.85335 -4.17523 3.64399
O 1.89760 -2.95838 2.08677
H -0.07013 -3.06935 0.93725
H -0.84802 -4.39789 1.93152
H 1.66396 -4.46524 4.17208
H -0.02035 -4.66269 3.78233